Record 1
{
  "formula": "C4H5NS",
  "method": "ωB97M-V/def2-TZVPD",
  "elements": ["C", "C", "C", "C", "N", "S", "H", "H", "H", "H", "H"],
  "positions_angstrom": [[-0.2422, -1.4233, -0.1700], [-0.2692, -0.5646, 2.1671], [-0.1021, -0.2689, 0.9221], [0.2328, 1.0177, 0.3286], [-0.7662, -2.5538, -0.4944], [-0.4030, -0.7160, 3.6996], [0.5119, -1.0440, -0.9192], [-1.2500, -3.2600, 0.0424], [1.0859, 0.9993, -0.2388], [0.4397, 1.7696, 1.2289], [-0.6972, 1.4131, -0.2027]],
  "smiles": "[H]/N=C\\C(C)=C=S",
  "gap_ha": 0.30196,
  "total_energy_ev": -16551.285,
  "homo_ev": -8.53,
  "fmax_ev_per_a": 5.44,
  "mol_weight_g_mol": 99.16,
  "de_lowest_kj_mol": 268.2
}

=====

Record 2
{
  "formula": "C3H6O2",
  "method": "ωB97M-V/def2-TZVPD",
  "elements": ["O", "C", "H", "H", "O", "C", "C", "H", "H", "H", "H"],
  "positions_angstrom": [[-2.2120, 1.4957, -0.6671], [-1.0276, 1.6443, -0.7386], [-0.1681, 1.0958, -0.3210], [-0.6218, 2.4939, -1.3041], [0.8846, -1.9064, -0.4320], [0.8615, -1.4556, 0.6787], [1.3160, -0.0655, 1.0485], [0.7352, -2.0959, 1.5708], [1.5336, 0.4903, 0.1328], [2.1882, -0.0828, 1.6975], [0.4622, 0.4837, 1.4477]],
  "smiles": "CC=O.C=O",
  "gap_ha": 0.39855,
  "total_energy_ev": -7301.399,
  "homo_ev": -10.12,
  "fmax_ev_per_a": 1.75,
  "mol_weight_g_mol": 74.08,
  "de_lowest_kj_mol": 219.9
}

=====

Record 3
{
  "formula": "C23H40N3O6",
  "method": "ωB97M-V/def2-TZVPD",
  "elements": ["C", "C", "C", "C", "C", "O", "C", "O", "C", "C", "C", "C", "C", "C", "O", "N", "C", "C", "C", "C", "C", "N", "C", "C", "C", "O", "C", "C", "H", "H", "H", "H", "H", "H", "H", "H", "H", "H", "H", "H", "H", "H", "H", "H", "H", "H", "H", "H", "H", "H", "H", "H", "H", "H", "H", "H", "H", "H", "H", "H", "H", "H", "H", "H", "H", "C", "N", "O", "O", "H", "H", "H"],
  "positions_angstrom": [[1.7636, 0.3674, 3.8804], [1.4085, -1.0828, 3.5087], [0.2044, -1.1961, 2.5702], [-1.1560, -1.2784, 3.2815], [-2.1101, -2.3227, 2.6871], [-3.3739, -1.7750, 2.2448], [-3.5154, -1.5752, 0.9313], [-4.4878, -1.8661, 0.3453], [-2.3942, -0.8334, 0.2717], [-1.5110, -1.4772, -0.5828], [-0.4439, -0.7885, -1.1749], [0.5218, -1.5264, -2.0571], [0.6854, -2.9470, -1.5815], [1.2945, -3.8556, -2.5605], [-0.1819, -3.8469, -2.1348], [-0.3085, 0.5344, -0.9216], [0.8023, 1.3423, -1.4792], [0.3669, 2.6440, -2.1248], [1.5721, 3.5482, -2.3614], [2.3412, 3.9607, -1.0915], [1.4869, 4.3813, 0.1311], [1.6361, 3.5334, 1.3231], [-1.1737, 1.1765, -0.0991], [-2.2366, 0.5370, 0.5149], [-3.1796, 1.3068, 1.4007], [-3.2126, 2.6625, 1.0320], [-4.3676, 3.0288, 0.2753], [-5.5223, 3.4492, 1.1421], [2.7148, 0.6517, 3.4385], [1.0311, 1.0709, 3.4928], [1.8717, 0.4967, 4.9509], [1.2694, -1.6819, 4.4027], [2.2691, -1.5131, 3.0011], [0.2436, -0.3338, 1.9024], [0.3590, -2.0649, 1.9316], [-1.6480, -0.3160, 3.1652], [-1.0296, -1.4315, 4.3464], [-1.6312, -2.9054, 1.9065], [-2.3809, -3.0224, 3.4686], [-1.6572, -2.5284, -0.7732], [0.1715, -1.5971, -3.0818], [1.5295, -1.1284, -2.0016], [0.9635, -3.0851, -0.5472], [1.5479, -4.8522, -2.2636], [1.1664, -3.5531, -3.5864], [1.4971, 1.5206, -0.6632], [1.3537, 0.7785, -2.2154], [-0.1156, 2.4179, -3.0727], [-0.3664, 3.1885, -1.5372], [1.2857, 4.4354, -2.9158], [2.2727, 2.9910, -2.9844], [3.0185, 4.7717, -1.3348], [2.9521, 3.1172, -0.7757], [1.8207, 5.3727, 0.4251], [0.4307, 4.4754, -0.0996], [2.5538, 3.1177, 1.3798], [0.9234, 2.8221, 1.3814], [-1.0285, 2.2268, 0.0854], [-2.8483, 1.2310, 2.4364], [-4.1787, 0.8767, 1.3547], [-4.0726, 3.8706, -0.3452], [-4.6509, 2.2267, -0.4080], [-6.3621, 3.7053, 0.5002], [-5.8571, 2.6740, 1.8279], [-5.2888, 4.3336, 1.7254], [5.4299, -5.8860, -3.9977], [4.4456, -4.9923, -3.3273], [4.2009, -3.9208, -3.8438], [3.9446, -5.3949, -2.2980], [5.7843, -5.3924, -4.8941], [6.2384, -6.0606, -3.2949], [4.9173, -6.8138, -4.2320]],
  "total_charge": 1,
  "gap_ha": 0.29365,
  "total_energy_ev": -41243.839,
  "homo_ev": -11.78,
  "fmax_ev_per_a": 3.29,
  "mol_weight_g_mol": 454.59
}

=====

Record 4
{
  "formula": "C32H49As2N3O2Zn",
  "method": "ωB97M-V/def2-TZVPD",
  "elements": ["Zn", "C", "As", "C", "C", "C", "C", "C", "C", "C", "As", "C", "C", "H", "H", "H", "H", "H", "H", "H", "H", "H", "H", "H", "H", "H", "H", "H", "H", "O", "C", "C", "C", "C", "C", "C", "C", "C", "N", "H", "H", "H", "H", "H", "H", "H", "H", "H", "H", "H", "C", "C", "N", "O", "H", "H", "H", "H", "H", "C", "C", "C", "C", "C", "C", "C", "C", "C", "C", "C", "C", "N", "H", "H", "H", "H", "H", "H", "H", "H", "H", "H", "H", "H", "H", "H", "H", "H", "H"],
  "positions_angstrom": [[-0.7670, 0.2351, 0.2433], [3.9206, -0.8215, 3.3279], [2.7057, 0.3994, 2.3706], [2.8618, 1.9044, 3.6348], [3.9995, 0.9950, 1.0195], [5.2270, 1.5272, 1.4142], [6.1877, 1.8955, 0.4870], [5.9316, 1.7243, -0.8652], [4.7230, 1.1830, -1.2715], [3.7390, 0.8147, -0.3518], [2.0829, -0.0668, -0.9780], [2.1080, 0.5699, -2.8342], [2.9613, -1.8094, -1.2456], [4.8439, -0.3209, 3.6195], [4.1653, -1.6648, 2.6808], [3.4258, -1.2089, 4.2200], [3.8929, 2.2307, 3.7552], [2.4763, 1.5972, 4.6067], [2.2695, 2.7476, 3.2757], [5.4570, 1.6377, 2.4669], [7.1380, 2.2937, 0.8212], [6.6774, 2.0059, -1.5992], [4.5465, 1.0479, -2.3323], [2.9057, 0.1101, -3.4170], [2.2273, 1.6540, -2.8494], [1.1503, 0.3172, -3.2874], [3.8693, -1.7001, -1.8372], [2.2687, -2.4903, -1.7433], [3.2250, -2.2235, -0.2705], [-1.6951, 1.8705, 1.8192], [-1.6747, 1.4633, 3.1926], [-2.8530, 0.5476, 3.4732], [-2.9542, -0.6664, 2.5358], [-1.7782, -1.6068, 2.5563], [-1.8382, -2.8169, 3.2373], [-0.7682, -3.6930, 3.1793], [0.3411, -3.3414, 2.4275], [0.3327, -2.1226, 1.7815], [-0.6905, -1.2664, 1.8543], [-0.9581, 2.4889, 1.6477], [-1.7497, 2.3461, 3.8308], [-0.7381, 0.9535, 3.4267], [-3.7707, 1.1297, 3.3585], [-2.7898, 0.2200, 4.5144], [-3.0868, -0.2962, 1.5169], [-3.8476, -1.2332, 2.7963], [-2.7331, -3.0737, 3.7900], [-0.8058, -4.6447, 3.6935], [1.1970, -3.9985, 2.3400], [1.1721, -1.8032, 1.1767], [1.7292, 4.3842, -0.6303], [0.7054, 3.2826, -0.6287], [-0.1173, 3.1884, -1.6822], [0.6506, 2.4686, 0.3002], [1.5932, 5.0868, -1.4500], [2.7202, 3.9280, -0.6943], [1.6777, 4.9101, 0.3218], [-0.0425, 3.8003, -2.4721], [-0.7570, 2.4045, -1.7250], [-4.8558, 1.2718, -0.1644], [-3.5878, 1.1163, -1.0098], [-3.4105, 2.3259, -1.9337], [-3.5305, -0.1723, -1.8032], [-4.6644, -0.5323, -2.5223], [-4.7199, -1.6705, -3.3073], [-3.5844, -2.4730, -3.3567], [-2.4204, -2.1641, -2.6757], [-1.2621, -3.1393, -2.8134], [-0.8691, -3.7699, -1.4723], [-0.0301, -2.5265, -3.4906], [-2.3227, -0.9628, -1.8706], [-1.1389, -0.6980, -1.2807], [-4.7623, 2.1245, 0.5175], [-5.0438, 0.3726, 0.4266], [-5.7280, 1.4513, -0.7956], [-2.7475, 1.1241, -0.3129], [-4.2525, 2.3858, -2.6263], [-2.5036, 2.2126, -2.5372], [-3.3538, 3.2651, -1.3701], [-5.5439, 0.1046, -2.4749], [-5.6108, -1.9243, -3.8692], [-3.6123, -3.3783, -3.9585], [-1.6179, -3.9454, -3.4607], [-0.5349, -2.9853, -0.7922], [-0.0640, -4.5015, -1.6100], [-1.7214, -4.2858, -1.0200], [0.3587, -1.7389, -2.8496], [-0.2949, -2.0904, -4.4583], [0.7392, -3.2904, -3.6567]],
  "gap_ha": 0.19086,
  "total_energy_ev": -212638.773,
  "homo_ev": -5.00,
  "fmax_ev_per_a": 0.60,
  "mol_weight_g_mol": 723.00
}